50
Properties=species:S:1:pos:R:3:forces:R:3 method="wB97M-V/def2-TZVPD" multiplicity=3 total_charge=+1 e_homo_ev="-10.3 / -10.7" orbital_gap_ev="7.89 / 6.28"
Pd 0.116647 -0.193693 0.468607 0.1 0.3 0.0
C 2.606137 0.045998 -1.489905 0.0 0.3 0.1
N 1.701617 -1.053170 -1.149854 0.2 -0.1 -0.2
C 0.865076 -1.466734 -2.280715 -0.4 0.0 -0.1
C -0.622227 -1.495966 -1.981713 -0.2 -0.2 -0.2
C -1.556195 -1.205678 -2.970783 0.1 -0.1 0.2
C -2.907915 -1.333093 -2.682796 0.2 -0.1 0.1
C -3.283461 -1.777561 -1.423825 0.1 -0.1 0.0
C -2.290779 -2.034506 -0.493128 -0.3 -0.2 -0.1
N -0.994590 -1.879977 -0.753075 0.2 0.1 -0.2
C 2.357010 -2.173036 -0.466723 0.0 -0.1 0.1
C 1.490377 -2.790299 0.605568 0.1 -0.4 0.1
C 1.274036 -4.158332 0.680044 0.0 0.2 0.0
C 0.480490 -4.660714 1.701081 0.0 0.2 0.0
C -0.053180 -3.780140 2.629045 0.1 0.0 -0.1
C 0.238283 -2.429946 2.500894 0.0 -0.1 0.3
N 0.991284 -1.946350 1.515321 0.1 -0.2 -0.1
C 2.160389 1.385419 -0.945026 0.2 0.4 -0.2
C 2.362899 2.543394 -1.682229 0.0 -0.1 0.2
C 2.118749 3.771045 -1.087149 0.0 -0.1 0.2
C 1.717377 3.802785 0.238481 0.1 -0.1 -0.2
C 1.489199 2.601886 0.892662 0.2 0.2 0.0
N 1.684631 1.422677 0.308825 0.0 -0.1 -0.1
H 2.756148 0.135556 -2.572492 0.0 -0.1 0.2
H 3.589913 -0.133722 -1.045585 -0.1 -0.1 -0.1
H 1.148001 -2.475379 -2.620321 0.0 0.2 0.0
H 1.020469 -0.780806 -3.118274 0.0 -0.1 0.1
H -1.232175 -0.880359 -3.947606 0.1 0.0 -0.1
H -3.651795 -1.094551 -3.428551 0.0 0.0 0.0
H -4.321689 -1.907003 -1.163283 -0.1 0.0 0.0
H -2.530437 -2.375317 0.508619 0.0 0.1 0.0
H 3.248334 -1.799048 0.046579 -0.1 0.0 -0.1
H 2.673430 -2.942638 -1.182410 0.0 0.0 0.1
H 1.710365 -4.820742 -0.052344 0.0 0.0 -0.1
H 0.279292 -5.718413 1.765305 0.0 -0.1 0.0
H -0.671517 -4.128928 3.442201 0.0 0.0 0.0
H -0.122786 -1.710748 3.229571 0.0 0.0 -0.1
H 2.709809 2.486275 -2.702427 0.0 0.0 -0.1
H 2.253970 4.683121 -1.646151 0.0 0.1 0.0
H 1.545210 4.739483 0.742269 0.0 0.0 0.1
H 1.149138 2.586255 1.922597 -0.1 0.0 -0.1
Te -2.119895 0.970219 0.698819 -0.2 0.4 0.3
C -2.217950 2.869434 1.565291 0.3 0.0 -0.4
C -3.124266 3.206900 2.533674 0.1 -0.5 -0.2
C -3.091017 4.567092 2.881120 0.1 0.4 0.0
C -2.169293 5.264693 2.162159 0.1 -0.2 -0.2
S -1.335777 4.269132 1.042371 -0.5 -0.3 0.4
H -3.781161 2.477291 2.971996 -0.2 -0.1 0.1
H -3.732525 5.010894 3.620369 -0.1 0.1 0.2
H -1.927651 6.307298 2.212897 0.0 0.3 0.1



49
Properties=species:S:1:pos:R:3:forces:R:3 method="wB97M-V/def2-TZVPD" e_homo_ev=-7.7 smiles="COc1ccc(/C=C/C(=O)OCC(=O)c2c(C)[nH]c3ccccc23)cc1OC" e_above_lowest_kcal_mol=28.8 orbital_gap_ev=7.96
C -6.380636 0.098069 -0.490256 -0.4 -0.3 0.0
O -5.349517 1.053849 -0.602543 0.3 0.1 0.0
C -4.112713 0.842370 -0.086749 0.2 0.0 0.1
C -3.239525 1.918814 -0.252667 -0.2 -0.2 0.0
C -1.941714 1.887761 0.200291 0.1 -0.2 0.2
C -1.456842 0.753777 0.851433 -0.7 0.1 -0.2
C -0.096683 0.631068 1.319158 0.8 0.3 0.2
C 0.871647 1.553370 1.232233 -0.5 -0.2 0.1
C 2.253611 1.211266 1.575481 -0.1 -0.4 0.4
O 2.616018 0.257235 2.222294 0.1 0.2 0.0
O 3.099470 2.096358 1.006550 -0.1 0.2 -0.1
C 4.468795 1.752365 0.971989 0.6 -0.1 0.3
C 4.812129 0.454622 0.227530 0.0 0.1 0.2
O 5.944899 0.025030 0.318253 0.0 0.2 0.1
C 3.738183 -0.247985 -0.455749 0.0 -0.8 -0.4
C 3.594147 -1.623472 -0.381113 0.3 0.4 0.1
C 4.483798 -2.637961 0.230662 0.0 0.0 0.1
N 2.401063 -1.978238 -0.928985 0.0 -0.3 0.1
C 1.752031 -0.866945 -1.399696 0.0 0.7 -0.1
C 0.519241 -0.751668 -2.023483 -0.1 0.0 0.0
C 0.121374 0.507167 -2.421655 -0.1 -0.1 0.0
C 0.948758 1.613649 -2.229980 0.0 0.2 0.0
C 2.171587 1.503588 -1.603251 -0.1 -0.1 -0.1
C 2.573593 0.252898 -1.137245 -0.2 -0.4 -0.2
C -2.326326 -0.328511 1.018520 0.2 0.1 0.0
C -3.635695 -0.311930 0.568212 -0.3 0.0 -0.1
O -4.494125 -1.373222 0.724465 0.0 0.4 -0.2
C -4.036028 -2.522158 1.391734 0.1 -0.2 0.1
H -6.616884 -0.120596 0.552844 0.0 0.0 -0.1
H -6.129759 -0.830630 -1.006183 0.0 0.1 0.0
H -7.244545 0.558429 -0.969627 0.0 0.0 0.0
H -3.629295 2.787658 -0.759240 -0.1 0.1 -0.1
H -1.303092 2.740485 0.043153 0.1 0.1 0.0
H 0.175941 -0.323490 1.754236 0.1 -0.1 0.0
H 0.725678 2.530450 0.803424 -0.1 0.1 -0.1
H 4.861467 1.630975 1.989432 0.0 0.0 -0.2
H 4.979100 2.592897 0.494773 0.0 -0.1 0.1
H 3.954893 -3.190287 1.007405 0.0 -0.1 0.0
H 5.351745 -2.149652 0.662773 0.0 -0.1 0.0
H 4.825270 -3.346196 -0.524564 0.1 0.0 0.0
H 2.041527 -2.918252 -0.956494 0.1 0.1 0.0
H -0.102064 -1.618403 -2.194496 -0.1 -0.1 0.0
H -0.838095 0.638823 -2.898398 -0.1 0.0 0.0
H 0.617920 2.578974 -2.583574 0.0 0.1 0.0
H 2.798407 2.370661 -1.467246 0.0 0.1 0.0
H -1.946286 -1.204083 1.520612 0.0 -0.1 0.0
H -3.737671 -2.300808 2.421341 0.0 0.0 0.0
H -4.883630 -3.206154 1.402758 0.1 0.0 0.0
H -3.201152 -2.991944 0.861627 0.0 0.0 0.0



55
Properties=species:S:1:pos:R:3:forces:R:3 method="wB97M-V/def2-TZVPD" total_charge=-1 e_homo_ev=-3.0 orbital_gap_ev=4.19
C -5.594211 -3.920118 -2.019844 0.4 0.7 0.2
O -5.180858 -2.629755 -1.519377 -0.1 -0.2 -0.3
C -3.929850 -2.142132 -1.710412 0.9 0.0 0.1
C -3.677662 -0.844557 -1.189967 -0.6 -0.8 -0.4
C -2.411818 -0.308788 -1.241981 0.7 -0.1 0.0
C -1.301218 -1.077800 -1.689801 -1.0 -0.3 0.1
C 0.051159 -0.606281 -1.472804 0.5 -0.5 -0.9
C 1.152167 -1.433977 -1.482466 0.3 -0.3 0.7
C 2.513320 -0.881805 -1.705897 -0.1 1.3 0.3
O 2.717283 0.267456 -2.024817 0.0 -1.2 0.2
O 3.584814 -1.723285 -1.461314 -0.4 -0.4 -0.5
C 3.351686 -3.135101 -1.609992 -0.2 0.2 0.8
C 3.110622 -3.519216 -3.060815 0.0 0.0 -0.1
C 4.558859 -3.881413 -1.029772 -0.3 0.4 0.0
O 2.229944 -3.510967 -0.775799 0.2 0.2 -0.4
C 1.089331 -2.758911 -0.802411 -1.0 -0.4 0.1
O 0.121773 -3.163557 -0.190039 1.0 0.1 -0.5
C -1.595084 -2.316837 -2.320631 0.3 0.6 0.4
C -2.876443 -2.843126 -2.349086 -0.6 0.2 0.2
H -6.641374 -3.975533 -1.716526 0.2 -0.2 -0.1
H -5.515921 -3.973158 -3.113544 0.0 0.0 0.2
H -5.025308 -4.736701 -1.556399 0.0 0.2 -0.1
H -4.518540 -0.307658 -0.753584 0.3 0.0 -0.1
H -2.232433 0.709203 -0.889368 -0.1 -0.3 0.1
H 0.229690 0.462181 -1.353956 0.0 0.0 -0.4
H 2.233323 -3.007125 -3.475879 0.2 -0.1 0.1
H 4.003696 -3.257064 -3.644670 -0.3 0.0 0.1
H 2.965035 -4.606422 -3.115924 0.0 0.3 0.0
H 4.684269 -3.618231 0.025090 0.0 0.0 -0.2
H 4.386635 -4.959544 -1.112281 0.0 0.2 0.0
H 5.462324 -3.612205 -1.584958 -0.2 0.0 0.1
H -0.778993 -2.871084 -2.782502 -0.2 0.1 0.1
H -3.059563 -3.799215 -2.845575 0.0 0.3 0.2
C 0.063396 -0.169749 1.645863 -0.2 1.8 1.1
O -0.127661 0.896344 2.677390 -0.3 -3.4 0.6
C 0.046391 2.159831 2.364469 0.6 4.0 -0.8
S -1.306551 3.318893 2.190564 3.5 -2.5 0.4
O -1.632526 3.439948 0.781612 -1.2 0.7 0.1
O -2.340105 3.055566 3.172307 -0.6 0.5 -0.5
C -0.361716 4.767782 2.684303 -0.3 0.5 0.1
C 1.006280 4.591657 2.841352 0.4 0.3 0.3
C 1.804832 5.629327 3.329509 -0.3 -0.1 -0.3
C 1.222360 6.869423 3.602979 -0.1 -0.2 -0.1
C -0.155630 7.052644 3.431186 0.1 -0.2 -0.1
C -0.956506 5.996544 2.987872 0.3 -0.3 -0.2
S 1.642758 2.934479 2.551733 -3.7 -1.3 -0.4
O 2.300353 2.477990 3.761094 0.8 0.2 -0.3
O 2.327040 2.896445 1.274637 1.1 0.4 0.5
H -0.070206 -1.105853 2.186570 0.0 0.0 -0.2
H -0.708879 -0.023903 0.887143 0.2 -0.2 0.0
H 1.071280 -0.064002 1.236845 -0.1 -0.1 -0.1
H 2.865305 5.445381 3.498449 -0.2 0.1 -0.1
H 1.852957 7.689789 3.948278 -0.2 -0.2 0.0
H -0.613971 8.019604 3.642131 0.1 -0.2 0.0
H -2.035836 6.104574 2.880999 0.3 0.0 0.0



| no. | strongest force on any atom (eV Å⁻¹) |
| --- | --- |
| 1 | 0.73 |
| 2 | 0.89 |
| 3 | 4.34 |